Record 1
Below is 3 unconnected molecules or ions with the total composition C26H59BN2O13P2S in a non-equilibrium geometry, with properties calculated with the ωB97M-V functional and the def2-TZVPD basis.

For the orbital gap, the calculation gives 8.44 eV. The lowest unoccupied orbital energy comes out at -0.173 eV. The total energy is -87610.1171 eV. Its SMILES is CCSC[C@@H]1[C@H](CCCN)NC(=O)[C@@]1(CCCOC)OB(O)O.CCOP(=O)(OCC)OCC.CCOP(=O)(OCC)OCC.

Positions of all 104 atoms, in Å:
C: 1.32169 -2.11971 1.23981
C: 0.71569 -2.37317 -0.14391
S: 0.17159 -0.84812 -0.98046
C: 1.44667 -0.70764 -2.26347
C: 2.81085 -0.30841 -1.70904
C: 2.98443 1.06123 -0.97596
C: 2.60415 2.35326 -1.70152
C: 1.11362 2.75638 -1.56544
C: 0.21437 2.43086 -2.76581
N: -0.69619 3.54867 -3.12283
N: 4.48763 1.11876 -0.88332
C: 4.93645 0.56893 -2.12759
O: 5.83190 1.03353 -2.74470
C: 4.08945 -0.67689 -2.51567
C: 3.96995 -0.75141 -4.03222
C: 3.12026 0.34065 -4.70192
C: 2.11226 -0.24984 -5.71691
O: 2.39288 0.17291 -7.04203
C: 2.57871 -0.86934 -7.97460
O: 4.49147 -1.91718 -1.92050
B: 5.65894 -2.52415 -2.30211
O: 6.71627 -1.86593 -2.89989
O: 5.76243 -3.88166 -2.00068
H: 2.00127 -2.94437 1.46505
H: 1.89095 -1.19458 1.28413
H: 0.52793 -2.13186 1.98396
H: 1.42502 -2.89338 -0.78726
H: -0.16821 -3.00268 -0.06979
H: 1.05588 -0.06919 -3.04842
H: 1.54999 -1.71038 -2.68697
H: 2.90130 -0.99251 -0.86056
H: 2.46612 0.93882 -0.02996
H: 3.15372 3.13664 -1.17938
H: 2.93949 2.39046 -2.73662
H: 0.70233 2.40421 -0.61957
H: 1.11723 3.84616 -1.49838
H: 0.79907 2.10463 -3.62761
H: -0.40461 1.57258 -2.48902
H: -1.63569 3.16919 -3.09279
H: -0.53137 3.74601 -4.10342
H: 4.70048 0.47244 -0.12410
H: 4.96186 -0.69625 -4.48291
H: 3.60639 -1.75575 -4.27151
H: 3.75834 0.98646 -5.30042
H: 2.53246 0.91553 -4.00073
H: 1.11245 0.12458 -5.46661
H: 2.05016 -1.33816 -5.65797
H: 3.00115 -1.77348 -7.53171
H: 1.65749 -1.09531 -8.51884
H: 3.29619 -0.51444 -8.71649
H: 6.85128 -2.13389 -3.81301
H: 5.87413 -4.36143 -2.82764
C: -1.00929 -8.42352 6.17367
C: -1.66703 -7.05683 6.12967
O: -0.75767 -6.01129 6.48172
P: 0.38474 -5.54181 5.42127
O: -0.36559 -4.78193 4.38358
O: 0.92316 -4.20091 6.23290
C: 1.05508 -2.93639 5.58697
C: -0.11563 -2.04401 5.94192
O: 1.54627 -6.41777 6.12684
C: 2.87202 -5.93507 6.43017
C: 2.95625 -5.59037 7.89786
H: -0.24781 -8.51782 5.39519
H: -1.74930 -9.21019 6.02326
H: -0.51388 -8.57893 7.13159
H: -2.09222 -6.86086 5.14073
H: -2.48040 -7.01140 6.85284
H: 1.15825 -3.05223 4.50918
H: 1.98229 -2.48277 5.95049
H: -1.06076 -2.52797 5.69726
H: -0.05718 -1.09356 5.40853
H: -0.12415 -1.84156 7.01383
H: 3.14802 -5.09770 5.79317
H: 3.56132 -6.75123 6.20790
H: 2.22066 -4.83855 8.17231
H: 3.95074 -5.21530 8.14226
H: 2.75217 -6.47207 8.50688
C: -8.95999 4.52055 -0.27065
C: -8.22575 4.53029 -1.59832
O: -7.04001 5.33110 -1.55331
P: -5.73445 4.77680 -0.78830
O: -5.25217 3.56905 -1.48085
O: -4.65655 5.91560 -1.22506
C: -3.38408 5.57180 -1.77976
C: -3.40960 5.78367 -3.27895
O: -6.02500 5.41385 0.64502
C: -5.03430 6.10420 1.43449
C: -5.22798 7.59455 1.29415
H: -8.37551 4.00962 0.49744
H: -9.91779 4.00841 -0.36736
H: -9.13363 5.53833 0.07802
H: -7.97279 3.51354 -1.91109
H: -8.85865 4.96542 -2.37057
H: -3.09813 4.55427 -1.52196
H: -2.64518 6.23746 -1.32749
H: -4.22130 5.22323 -3.74429
H: -2.46757 5.47545 -3.73221
H: -3.57816 6.83717 -3.50715
H: -4.02580 5.79386 1.16871
H: -5.20028 5.80953 2.47149
H: -5.15325 7.90802 0.25500
H: -4.47972 8.13198 1.87776
H: -6.22070 7.88253 1.64261

Record 2
Below is 7 unconnected molecules or ions with the total composition C26H59ClF2N9O21P2S, with properties calculated with the ωB97M-V functional and the def2-TZVPD basis.

For the orbital gap, the calculation gives 8.88 eV. The lowest unoccupied orbital energy comes out at -2.290 eV. The total energy is -131675.5086 eV. The total charge is +1.

Positions of all 121 atoms, in Å:
C: -2.20853 3.06792 1.31223
C: -2.35700 1.54592 1.48493
C: -2.13300 0.69794 0.21311
C: -0.89537 -0.18655 0.44243
C: 0.28179 0.80192 0.52563
C: -0.62500 -1.33422 -0.58287
C: 0.08955 -0.76247 -1.82992
C: 1.58469 -0.33852 -2.01109
C: 1.88718 -0.48983 -3.50875
C: 2.72465 -0.94678 -1.19370
N: 0.10030 -2.52017 0.23996
P: 1.12533 -2.42329 1.79158
O: 2.59831 -2.51291 1.22916
O: 1.15466 -0.93617 2.30540
S: 0.39905 -3.70550 3.00739
C: 0.52593 -3.75044 -0.71678
F: 1.14466 -3.21491 -1.78008
O: 1.31470 -4.60049 -0.03763
C: 2.62029 -4.95477 -0.55683
C: 2.51854 -6.04272 -1.61533
N: 3.83239 -6.61157 -1.81785
C: 4.75798 -5.80706 -2.59885
C: 5.76577 -4.93925 -1.79456
C: 7.12652 -4.90151 -2.49966
O: 5.88610 -5.44009 -0.46687
C: -0.77200 -4.39310 -1.10765
C: -1.77265 -3.45943 -1.76373
F: -1.33116 -3.22977 -3.03109
O: -3.00224 -4.08759 -1.80116
N: -3.17293 -4.99466 -3.00425
O: -4.23659 -5.38310 -3.01172
C: -2.00267 -2.08476 -1.02365
Cl: -2.87177 -1.08131 -2.21207
C: -2.90153 -2.39067 0.20800
P: -4.72778 -2.33775 0.16199
O: -5.44892 -2.91450 -0.96344
O: -5.03448 -3.05417 1.56350
O: -4.98872 -0.77601 0.45369
H: -2.30570 3.36841 0.26725
H: -2.97202 3.60801 1.87318
H: -1.23892 3.42622 1.66381
H: -1.65461 1.22170 2.25123
H: -3.34977 1.32377 1.88271
H: -3.04284 0.16323 -0.00992
H: -1.94917 1.34629 -0.64817
H: -1.06739 -0.65752 1.42064
H: 0.24594 1.33836 1.47198
H: 0.21219 1.53727 -0.27813
H: 1.25884 0.34937 0.46300
H: -0.14997 -1.41208 -2.66634
H: -0.49537 0.14053 -2.00980
H: 1.66067 0.72607 -1.80511
H: 2.86632 -0.06959 -3.74187
H: 1.13059 0.00991 -4.11588
H: 1.89755 -1.54263 -3.81012
H: 3.66763 -0.59778 -1.62284
H: 2.76858 -2.03294 -1.21206
H: 2.74458 -0.61249 -0.15802
H: -0.69462 -2.92574 0.74852
H: 3.19363 -2.70657 1.97237
H: 0.35922 -0.70165 2.81293
H: 3.14466 -4.07135 -0.91678
H: 3.17856 -5.34211 0.29203
H: 1.85043 -6.81606 -1.23092
H: 2.09599 -5.63546 -2.54942
H: 3.76867 -7.53998 -2.20228
H: 4.20707 -5.12256 -3.26182
H: 5.32716 -6.48537 -3.23535
H: 5.38642 -3.91021 -1.74148
H: 7.57490 -3.90755 -2.47619
H: 7.05119 -5.19784 -3.54725
H: 7.80250 -5.59221 -1.99437
H: 6.06631 -4.70323 0.12502
H: -0.54149 -5.17531 -1.83409
H: -1.20692 -4.84402 -0.21466
H: -2.62981 -1.76222 1.05831
H: -2.72702 -3.41500 0.55382
H: -5.06695 -2.45567 2.32055
H: -5.93371 -0.57532 0.35997
C: -2.96694 2.14220 6.06834
N: -2.23475 1.40586 5.00537
O: -1.21808 1.89722 4.55611
O: -2.69775 0.34277 4.64021
H: -2.43295 3.06353 6.26686
H: -3.96977 2.33044 5.69730
H: -3.01146 1.50315 6.94523
C: 2.40921 4.90480 -1.70154
N: 1.50715 3.94977 -1.01056
O: 0.45830 4.35618 -0.56217
O: 1.88430 2.79357 -0.93684
H: 1.94563 5.88276 -1.68705
H: 3.35448 4.89695 -1.16693
H: 2.54004 4.54464 -2.71722
C: -0.74097 7.33494 -3.99333
N: 0.71853 7.18565 -4.24286
O: 1.40812 8.18022 -4.22288
O: 1.13292 6.06011 -4.45477
H: -0.94791 8.38478 -3.83160
H: -1.26398 6.95510 -4.86503
H: -0.97796 6.73050 -3.12183
C: -5.64676 7.88216 -5.02435
N: -4.18899 7.64742 -5.21499
O: -3.44553 8.60458 -5.17186
O: -3.83549 6.50096 -5.40306
H: -5.79931 8.94294 -4.87014
H: -6.14655 7.52419 -5.91915
H: -5.95513 7.29528 -4.16475
C: 2.67138 2.32673 2.46284
N: 2.91264 3.54072 1.63241
O: 3.71546 3.45345 0.72758
O: 2.27198 4.52859 1.91586
H: 3.30285 1.53123 2.08552
H: 2.90342 2.57569 3.49378
H: 1.61762 2.09119 2.36380
C: -2.22547 0.90265 10.68310
N: -3.17023 1.61615 9.77998
O: -3.81629 0.95466 8.98742
O: -3.23569 2.81926 9.89032
H: -2.28298 -0.15622 10.46443
H: -1.23634 1.30867 10.49428
H: -2.52918 1.12472 11.70148